A single C5H4N2 molecule, computed with ωB97M-V/def2-TZVPD.

Computed properties:
**Highest occupied orbital energy (alpha / beta)**: -0.31644 / -0.31848 Ha
**M**: 92.1 g mol⁻¹
**Total energy**: -8223.2091 eV
**LUMO energy (alpha / beta)**: -0.0615 / -0.0529 hartree
**Frontier orbital gap (alpha / beta)**: 6.938 / 7.227 eV
**Strongest force on any atom**: 3.7 eV Å⁻¹
**Energy relative to the best compared isomer or geometry (same formula, charge and spin)**: 6.284 eV

Atoms and positions in Å:
C -2.31 -0.17 -2.27
C -1.46 -0.05 -1.34
C -0.50 0.03 -0.38
C -0.05 1.14 0.35
N 0.95 0.70 1.14
N 1.32 -0.54 1.04
C 0.41 -1.10 -0.01
H 0.64 -1.50 -1.19
H -0.40 2.17 0.34
H 1.43 1.30 1.81
H -0.04 -1.98 0.49

=====

A single C5H4N2 molecule, computed with ωB97M-V/def2-TZVPD.

Computed properties:
**Highest occupied orbital energy**: -0.34308 Ha
**M**: 92.1 g mol⁻¹
**Total energy**: -8225.4088 eV
**LUMO energy**: 0.0100 hartree
**Frontier orbital gap**: 9.609 eV
**SMILES**: C#C[C@H]1N[C@H]1C#N
**Strongest force on any atom**: 1.3 eV Å⁻¹
**Energy relative to the best compared isomer or geometry (same formula, charge and spin)**: 4.085 eV

Atoms and positions in Å:
C 0.15 1.05 2.27
C 0.19 0.93 1.07
C 0.25 0.79 -0.36
N 1.10 -0.14 -0.95
C -0.18 -0.62 -1.31
C -1.08 -1.38 -0.50
N -1.83 -1.99 0.14
H 0.09 1.14 3.33
H -0.08 1.64 -0.93
H 1.73 -0.65 -0.37
H -0.32 -0.76 -2.40

=====

C5H4N2 as an isolated structure, computed with ωB97M-V/def2-TZVPD.

Computed properties:
**Highest occupied orbital energy**: -0.33415 Ha
**M**: 92.1 g mol⁻¹
**Total energy**: -8224.4083 eV
**LUMO energy**: 0.0139 hartree
**Frontier orbital gap**: 9.470 eV
**Strongest force on any atom**: 5.0 eV Å⁻¹
**Energy relative to the best compared isomer or geometry (same formula, charge and spin)**: 5.085 eV

Atoms and positions in Å:
C 0.97 0.34 -2.26
C 0.29 -0.58 0.90
C 1.39 -0.11 0.29
C -0.58 -0.08 -0.26
C 0.69 0.53 -0.90
N 1.15 0.34 -3.40
N -0.43 1.34 -0.40
H 0.07 -1.22 1.81
H 2.43 0.02 0.42
H -1.62 -0.66 -1.06
H -1.04 1.42 -1.20

=====

A single C5H4N2 molecule, computed with ωB97M-V/def2-TZVPD.

Computed properties:
**Highest occupied orbital energy**: -0.36670 Ha
**M**: 92.1 g mol⁻¹
**Total energy**: -8225.9884 eV
**LUMO energy**: 0.0370 hartree
**Frontier orbital gap**: 10.985 eV
**SMILES**: C#C[C@H]1N[C@H]1C#N
**Strongest force on any atom**: 1.3 eV Å⁻¹
**Energy relative to the best compared isomer or geometry (same formula, charge and spin)**: 3.505 eV

Atoms and positions in Å:
C 1.84 0.75 0.33
C 1.28 -0.23 -0.11
C 0.11 -1.00 -0.44
N -0.85 -1.21 0.66
C -1.18 -0.21 -0.34
C -0.93 1.20 -0.14
N -0.43 2.24 -0.01
H 2.26 1.62 0.77
H 0.16 -1.77 -1.20
H -0.47 -0.81 1.51
H -2.02 -0.48 -0.97

=====

A single C5H4N2 molecule, computed with ωB97M-V/def2-TZVPD.

Computed properties:
**Highest occupied orbital energy**: -0.33422 Ha
**M**: 92.1 g mol⁻¹
**Total energy**: -8226.9586 eV
**LUMO energy**: 0.0245 hartree
**Frontier orbital gap**: 9.761 eV
**SMILES**: C#Cc1ccn[nH]1
**Strongest force on any atom**: 1.4 eV Å⁻¹
**Energy relative to the best compared isomer or geometry (same formula, charge and spin)**: 2.535 eV

Atoms and positions in Å:
C 2.82 0.13 -0.02
C 1.64 0.28 0.21
C 0.24 0.16 0.23
C -0.51 -0.92 -0.18
C -1.83 -0.44 -0.14
N -1.89 0.82 0.26
N -0.62 1.17 0.47
H 3.37 -0.43 -0.72
H -0.13 -1.89 -0.49
H -2.73 -0.97 -0.39
H -0.38 2.10 0.78

=====

A single C5H4N2 molecule, computed with ωB97M-V/def2-TZVPD.

Computed properties:
**Highest occupied orbital energy**: -0.36884 Ha
**M**: 92.1 g mol⁻¹
**Total energy**: -8224.5512 eV
**LUMO energy**: 0.0009 hartree
**Frontier orbital gap**: 10.060 eV
**SMILES**: C#CC1C=NN=C1
**Strongest force on any atom**: 6.4 eV Å⁻¹
**Energy relative to the best compared isomer or geometry (same formula, charge and spin)**: 4.942 eV

Atoms and positions in Å:
C -2.57 0.04 -0.54
C -1.49 -0.32 0.06
C -0.19 -0.25 0.78
C 0.39 1.05 0.51
N 1.35 0.97 -0.38
N 1.69 -0.42 -0.61
C 0.86 -1.13 0.12
H -3.76 0.34 -0.71
H -0.29 -0.47 1.82
H -0.14 2.08 0.35
H 0.89 -2.19 -0.09

=====

A single C5H4N2 molecule, computed with ωB97M-V/def2-TZVPD.

Computed properties:
**Highest occupied orbital energy**: -0.36710 Ha
**M**: 92.1 g mol⁻¹
**Total energy**: -8226.0184 eV
**LUMO energy**: 0.0369 hartree
**Frontier orbital gap**: 10.994 eV
**SMILES**: C#C[C@H]1N[C@H]1C#N
**Strongest force on any atom**: 1.2 eV Å⁻¹
**Energy relative to the best compared isomer or geometry (same formula, charge and spin)**: 3.475 eV

Atoms and positions in Å:
C 1.86 0.73 0.36
C 1.30 -0.23 -0.11
C 0.12 -1.01 -0.45
N -0.82 -1.21 0.66
C -1.16 -0.22 -0.35
C -0.92 1.20 -0.17
N -0.44 2.24 -0.07
H 2.31 1.58 0.82
H 0.19 -1.78 -1.21
H -0.43 -0.78 1.50
H -2.00 -0.51 -0.97

=====

A single C5H4N2O molecule, computed with ωB97M-V/def2-TZVPD.

Computed properties:
**Highest occupied orbital energy**: -0.36673 Ha
**M**: 108.1 g mol⁻¹
**Total energy**: -10274.3977 eV
**LUMO energy**: 0.0231 hartree
**Frontier orbital gap**: 10.606 eV
**SMILES**: N#CCc1ccno1
**Strongest force on any atom**: 7.3 eV Å⁻¹
**Energy relative to the best compared isomer or geometry (same formula, charge and spin)**: 2.365 eV

Atoms and positions in Å:
N -3.00 0.80 -0.25
C -2.33 -0.21 -0.05
C -1.13 -1.10 0.07
C 0.12 -0.37 0.01
C 0.47 1.01 0.03
C 1.90 0.95 -0.03
N 2.37 -0.28 -0.19
O 1.29 -1.06 -0.20
H -1.10 -1.87 -0.74
H -1.22 -1.56 1.16
H 0.05 1.98 -0.03
H 2.57 1.72 0.21

=====

C5H4N2O2 as an isolated structure, computed with ωB97M-V/def2-TZVPD.

Computed properties:
**Highest occupied orbital energy (alpha / beta)**: -0.24145 / -0.37380 Ha
**M**: 124.1 g mol⁻¹
**Spin multiplicity**: 3
**Total energy**: -12317.5655 eV
**LUMO energy (alpha / beta)**: 0.0190 / -0.1534 hartree
**Frontier orbital gap (alpha / beta)**: 7.088 / 5.996 eV
**Strongest force on any atom**: 4.9 eV Å⁻¹
**Energy relative to the best compared isomer or geometry (same formula, charge and spin)**: 1.946 eV

Atoms and positions in Å:
C -2.91 0.51 -0.79
C -1.89 0.32 -0.20
C 0.30 -1.22 0.02
C 1.71 0.57 -0.18
C -0.24 -0.12 0.91
N 1.42 -0.78 -0.58
N 0.72 0.92 0.72
O -0.19 -2.33 -0.05
O 2.70 1.22 -0.45
H -3.88 0.68 -1.37
H -0.76 -0.31 1.82
H 2.08 -1.27 -1.17
H 0.94 1.81 1.30

=====

A single C5H4N2S molecule, computed with ωB97M-V/def2-TZVPD.

Computed properties:
**Highest occupied orbital energy**: -0.32655 Ha
**M**: 124.2 g mol⁻¹
**Total energy**: -19062.3398 eV
**LUMO energy**: -0.0273 hartree
**Frontier orbital gap**: 8.143 eV
**SMILES**: N#CC1=NSCC=C1
**Strongest force on any atom**: 5.8 eV Å⁻¹
**Energy relative to the best compared isomer or geometry (same formula, charge and spin)**: 2.389 eV

Atoms and positions in Å:
N -1.50 -3.45 0.00
C -1.01 -2.37 0.05
C -0.54 -1.04 -0.09
N -1.36 -0.26 -0.76
S -1.00 1.11 -1.26
C 0.00 1.69 0.09
C 1.10 0.65 0.21
C 0.85 -0.64 0.24
H -0.67 1.66 1.00
H 0.28 2.78 -0.21
H 2.13 1.21 0.15
H 1.71 -1.35 0.57

=====

A single C5H4N4O molecule, computed with ωB97M-V/def2-TZVPD.

Computed properties:
**Highest occupied orbital energy**: -0.36720 Ha
**M**: 136.1 g mol⁻¹
**Total energy**: -13254.4785 eV
**LUMO energy**: -0.0635 hartree
**Frontier orbital gap**: 8.264 eV
**SMILES**: C/C(C#N)=N/C(O)=N\C#N
**Strongest force on any atom**: 4.5 eV Å⁻¹
**Energy relative to the best compared isomer or geometry (same formula, charge and spin)**: 2.638 eV

Atoms and positions in Å:
C -1.93 -0.53 -1.47
C -0.98 -0.39 -0.31
C -0.61 -1.48 0.50
N 0.12 -1.99 1.18
N -0.20 0.67 -0.06
C 0.72 0.61 0.94
O 0.38 0.22 2.25
N 1.94 1.03 0.75
C 2.76 1.27 -0.28
N 3.47 1.51 -1.17
H -2.53 -1.46 -1.46
H -1.54 -0.30 -2.41
H -2.66 0.24 -1.30
H 1.05 0.61 2.84

=====

A single C5H4N4O2 molecule, computed with ωB97M-V/def2-TZVPD.

Computed properties:
**Highest occupied orbital energy (alpha / beta)**: -0.37654 / -0.40489 Ha
**M**: 152.1 g mol⁻¹
**Total energy**: -15300.9026 eV
**LUMO energy (alpha / beta)**: -0.1039 / -0.1039 hartree
**Frontier orbital gap (alpha / beta)**: 7.418 / 8.189 eV
**Strongest force on any atom**: 5.7 eV Å⁻¹
**Energy relative to the best compared isomer or geometry (same formula, charge and spin)**: 4.435 eV

Atoms and positions in Å:
C 2.33 0.26 1.50
C 1.74 1.01 -0.88
C -0.89 1.14 -0.51
C 0.42 -0.82 0.14
C 1.55 0.21 0.38
N 3.08 0.07 2.38
N 2.17 1.72 -1.65
N -0.54 -0.13 -0.76
N -0.26 1.69 0.59
O -1.66 1.68 -1.29
O -0.03 -1.25 1.44
H 0.83 -1.78 -0.43
H -1.11 -0.66 -1.37
H -0.05 2.69 0.44
H -0.38 -0.45 1.92

=====

An isolated ion of composition C5H4N4OP and charge +1, computed with ωB97M-V/def2-TZVPD.

Computed properties:
**Total charge**: +1
**Highest occupied orbital energy (alpha / beta)**: -0.50487 / -0.47263 Ha
**M**: 167.1 g mol⁻¹
**Total energy**: -22533.7688 eV
**LUMO energy (alpha / beta)**: -0.2481 / -0.2871 hartree
**Frontier orbital gap (alpha / beta)**: 6.986 / 5.049 eV
**Strongest force on any atom**: 3.2 eV Å⁻¹
**Energy relative to the best compared isomer or geometry (same formula, charge and spin)**: 0.593 eV

Atoms and positions in Å:
C 0.59 -1.83 0.00
C -1.65 -1.42 -0.06
C 2.28 1.33 -0.04
C 0.91 -0.46 0.15
C -0.26 0.38 0.25
N -0.65 -2.23 -0.06
N -1.45 -0.09 -0.02
N 2.13 0.00 0.05
N 1.38 2.22 -0.08
O -4.00 0.38 -0.01
P -2.82 1.22 -0.03
H 1.37 -2.48 -0.11
H -2.75 -1.60 -0.15
H 3.42 1.37 0.02
H 1.48 3.21 0.09

=====

A single C5H4N4S molecule, computed with ωB97M-V/def2-TZVPD.

Computed properties:
**Highest occupied orbital energy**: -0.36513 Ha
**M**: 152.2 g mol⁻¹
**Total energy**: -22042.1996 eV
**LUMO energy**: 0.0001 hartree
**Frontier orbital gap**: 9.937 eV
**SMILES**: N#CN=C=NCCSC#N
**Strongest force on any atom**: 3.6 eV Å⁻¹
**Energy relative to the best compared isomer or geometry (same formula, charge and spin)**: 4.071 eV

Atoms and positions in Å:
N 1.21 -1.29 -3.69
C 1.05 -1.49 -2.58
N 0.82 -1.79 -1.35
C 0.39 -1.25 -0.39
N 0.21 -1.02 0.77
C -0.67 -0.33 1.57
C -0.77 1.13 1.20
S -1.02 1.52 -0.60
C 0.59 1.31 -1.04
N 1.62 1.15 -1.54
H -0.14 -0.36 2.67
H -1.74 -0.66 1.70
H -1.63 1.40 1.67
H 0.10 1.67 1.61

=====

An isolated ion of composition C5H4NO and charge +1, computed with ωB97M-V/def2-TZVPD.

Computed properties:
**Total charge**: +1
**Highest occupied orbital energy**: -0.55229 Ha
**M**: 94.1 g mol⁻¹
**Total energy**: -8775.9018 eV
**LUMO energy**: -0.2232 hartree
**Frontier orbital gap**: 8.955 eV
**Strongest force on any atom**: 4.2 eV Å⁻¹
**Energy relative to the best compared isomer or geometry (same formula, charge and spin)**: 1.402 eV

Atoms and positions in Å:
C -0.46 -2.09 -2.05
C -0.32 -0.10 0.90
C -0.78 -1.15 0.24
C 0.62 1.26 -1.03
C 0.62 1.02 0.35
N -0.56 -1.59 -0.99
O 0.64 1.64 -2.09
H -0.62 -0.03 2.02
H -1.35 -1.67 0.92
H 0.46 1.85 1.02
H 1.75 0.86 0.71

=====

C5H4NO2S as an isolated structure, computed with ωB97M-V/def2-TZVPD.

Computed properties:
**Total charge**: +1
**Highest occupied orbital energy**: -0.52131 Ha
**M**: 142.2 g mol⁻¹
**Total energy**: -21660.6729 eV
**LUMO energy**: -0.1907 hartree
**Frontier orbital gap**: 8.995 eV
**Strongest force on any atom**: 3.8 eV Å⁻¹
**Energy relative to the best compared isomer or geometry (same formula, charge and spin)**: 0.000 eV

Atoms and positions in Å:
C -0.85 -1.14 -0.20
C -0.61 -1.32 1.16
C 0.27 0.81 0.33
C 0.24 0.86 -1.69
C 1.01 1.71 -0.59
N -0.27 0.01 -0.62
O 0.15 0.84 -2.83
O -1.00 -2.24 1.98
S 0.28 0.04 1.85
H -1.11 -1.97 -0.98
H 0.97 2.90 -0.58
H 2.19 1.53 -0.68
H -1.28 -2.02 2.85

=====

C5H4NO3S2 as an isolated structure, computed with ωB97M-V/def2-TZVPD.

Computed properties:
**Total charge**: -1
**Highest occupied orbital energy**: -0.14328 Ha
**M**: 190.2 g mol⁻¹
**Total energy**: -34552.3533 eV
**LUMO energy**: 0.1244 hartree
**Frontier orbital gap**: 7.284 eV
**Strongest force on any atom**: 3.8 eV Å⁻¹
**Energy relative to the best compared isomer or geometry (same formula, charge and spin)**: 1.721 eV

Atoms and positions in Å:
C -1.46 0.89 0.05
C -2.23 1.95 -0.11
C 1.10 -1.39 0.71
C 2.23 0.68 -0.56
C 1.18 0.06 0.21
N 0.36 -2.13 -0.07
O 3.32 1.11 -0.70
O 1.52 -1.74 1.84
O 1.26 0.22 -1.31
S -1.95 -0.71 -0.48
S 0.15 1.22 0.97
H -1.96 2.80 0.35
H -3.24 1.70 -0.53
H -0.36 -1.60 -0.56
H 0.08 -3.06 0.19

=====

C5H4NO4 as an isolated structure, computed with ωB97M-V/def2-TZVPD.

Computed properties:
**Total charge**: -1
**Highest occupied orbital energy**: -0.15848 Ha
**M**: 142.1 g mol⁻¹
**Total energy**: -14929.0859 eV
**LUMO energy**: 0.1306 hartree
**Frontier orbital gap**: 7.866 eV
**Strongest force on any atom**: 3.1 eV Å⁻¹
**Energy relative to the best compared isomer or geometry (same formula, charge and spin)**: 2.248 eV

Atoms and positions in Å:
C -0.38 2.99 -0.26
C 1.45 2.74 -2.25
C 0.20 0.04 0.43
C -0.45 -0.22 -1.01
C 0.31 1.90 -0.88
N -0.72 3.97 0.25
O 1.24 2.27 -3.35
O 2.15 3.64 -1.89
O 1.04 1.03 -0.04
O -0.70 1.06 -1.54
H -0.56 0.50 1.05
H 0.81 -0.66 1.07
H 0.43 -0.70 -1.51
H -1.41 -0.90 -0.90

=====

C5H4NaO6 as an isolated structure, computed with ωB97M-V/def2-TZVPD.

Computed properties:
**Total charge**: +1
**Highest occupied orbital energy**: -0.49545 Ha
**M**: 183.1 g mol⁻¹
**Total energy**: -21944.5812 eV
**LUMO energy**: -0.1600 hartree
**Frontier orbital gap**: 9.128 eV
**Strongest force on any atom**: 1.8 eV Å⁻¹

Atoms and positions in Å:
O 4.42 1.52 2.12
C 5.50 1.74 1.88
O 0.90 1.06 -0.01
C -0.16 1.24 -0.57
O -0.69 -0.25 -2.43
C 0.05 -1.18 -2.99
C -0.25 1.05 -2.06
O -0.09 -1.49 -4.14
Na 1.90 1.08 2.36
H -1.06 1.57 -0.03
H -1.01 1.74 -2.45
H 0.72 1.30 -2.53
O 1.97 -2.58 -2.88
C 1.12 -1.92 -2.14
O 1.15 -1.90 -0.94
H 1.76 -2.46 -3.83

=====

A single C5H4O molecule, computed with ωB97M-V/def2-TZVPD.

Computed properties:
**Highest occupied orbital energy**: -0.33450 Ha
**M**: 80.1 g mol⁻¹
**Total energy**: -7292.8208 eV
**LUMO energy**: 0.0271 hartree
**Frontier orbital gap**: 9.839 eV
**SMILES**: C#C[C@H]1CC1=O
**Strongest force on any atom**: 4.8 eV Å⁻¹
**Energy relative to the best compared isomer or geometry (same formula, charge and spin)**: 2.888 eV

Atoms and positions in Å:
C 2.17 1.12 0.14
C 1.07 0.68 -0.11
C -0.19 0.01 -0.59
C -0.69 -1.07 0.34
C -1.56 0.08 0.07
O -2.54 0.75 0.03
H 3.06 1.47 0.55
H -0.15 -0.20 -1.57
H -0.27 -0.93 1.34
H -0.91 -1.92 -0.20